No. 1
Density functional theory data (the ωB97M-V functional and the def2-TZVPD basis) for an isolated molecule of C3H9NS.

Each line ends with the natural charge from an NBO analysis.
Geometry (Å):
1 C 1.71947 1.77603 0.76954  -0.411
2 N 1.17837 0.44992 0.65038  -0.644
3 C 0.58383 0.14447 -0.62846  -0.351
4 S -0.59394 -1.19743 -0.52650  0.201
5 C -2.01252 -0.33015 0.17897  -0.758
6 H 2.41815 1.97102 -0.04235  0.194
7 H 2.24979 1.87113 1.71792  0.204
8 H 0.94768 2.56267 0.76163  0.158
9 H 0.56505 0.19006 1.40650  0.363
10 H 0.04477 1.00451 -1.04813  0.171
11 H 1.34549 -0.13624 -1.35110  0.209
12 H -2.83408 -0.26943 -0.53288  0.220
13 H -2.34295 -0.89794 1.02990  0.222
14 H -1.80504 0.70475 0.45570  0.222

Values from the calculation:
charge: 0
Kohn-Sham gap: 9.7 eV
structure (SMILES): CNCSC



No. 2
Density functional theory data (the ωB97M-V functional and the def2-TZVPD basis) for a 2-piece molecular cluster, C3H9NS overall.

Each line ends with the natural charge from an NBO analysis.
Geometry (Å):
1 C -0.86369 -0.80774 -1.09667  -0.530
2 C -0.08162 0.03213 -0.42514  0.021
3 N -0.53870 1.14120 0.29110  -0.610
4 C 0.32232 2.31229 0.35556  -0.411
5 H -1.90873 -0.59250 -1.27343  0.192
6 H -0.45214 -1.71575 -1.50915  0.201
7 H 0.98766 -0.09755 -0.29673  0.194
8 H -1.48853 1.38338 0.03633  0.364
9 H -0.21152 3.10397 0.88046  0.204
10 H 1.20184 2.11761 0.97096  0.197
11 H 0.62194 2.65980 -0.63751  0.177
12 S 1.35946 -3.20836 0.65549  -0.292
13 H 0.12997 -3.27667 0.14149  0.148
14 H 0.92173 -3.05181 1.90724  0.145

Values from the calculation:
charge: 0
Kohn-Sham gap: 9.1 eV
structure (SMILES): C=CNC.S



No. 3
Density functional theory data (the ωB97M-V functional and the def2-TZVPD basis) for an isolated molecule of C3H9NS at a distorted geometry.

Each line ends with the natural charge from an NBO analysis.
Geometry (Å):
1 C -2.06970 -0.20655 -0.62723  -0.423
2 N -0.59967 -0.02910 -0.63400  -0.627
3 C -0.04542 -0.55738 0.62608  -0.375
4 S 1.71251 -0.88564 0.58066  0.173
5 C 2.32136 0.83834 0.27262  -0.724
6 H -2.49667 0.46442 0.11482  0.196
7 H -2.47865 0.01776 -1.61641  0.203
8 H -2.33444 -1.26315 -0.48769  0.167
9 H -0.28519 -0.63051 -1.38788  0.349
10 H -0.59655 -1.44145 0.97105  0.194
11 H -0.26542 0.20274 1.38429  0.192
12 H 2.83469 0.95541 -0.67107  0.224
13 H 2.88030 1.08382 1.17095  0.219
14 H 1.42285 1.45128 0.30380  0.232

Values from the calculation:
charge: 0
Kohn-Sham gap: 9.8 eV
structure (SMILES): CNCSC



No. 4
Density functional theory data (the ωB97M-V functional and the def2-TZVPD basis) for a 2-piece molecular cluster, C3H9NS overall at a distorted geometry.

Each line ends with the natural charge from an NBO analysis.
Geometry (Å):
1 C -1.29613 0.42997 1.19426  -0.628
2 C 0.26745 -0.20859 -2.16369  -0.647
3 C 0.10663 -0.12726 1.20519  -0.612
4 N 2.58142 -0.04215 0.63114  -1.007
5 S 1.32293 0.70917 0.18917  0.858
6 H -1.78120 0.58607 2.12655  0.226
7 H -1.05104 1.41476 0.83339  0.212
8 H -1.93493 -0.11886 0.52533  0.222
9 H -0.43277 0.65219 -2.55990  0.178
10 H -0.26803 -1.23309 -2.09334  0.186
11 H 1.12815 -0.16310 -2.71086  0.159
12 H 0.17631 -1.21998 0.91354  0.234
13 H 0.65948 -0.31539 2.18683  0.251
14 H 3.45813 0.25356 0.30272  0.369

Values from the calculation:
charge: 0
Kohn-Sham gap (alpha / beta): 8.5 / 7.9 eV



No. 5
Density functional theory data (the ωB97M-V functional and the def2-TZVPD basis) for a 2-piece molecular cluster, C3H9NS overall at a distorted geometry.

Each line ends with the natural charge from an NBO analysis.
Geometry (Å):
1 C 2.45733 -1.85273 1.19751  -0.052
2 N 1.83022 -0.96811 0.50523  -0.609
3 H 3.20769 -1.60215 2.06460  0.155
4 H 2.25966 -2.87411 0.85153  0.175
5 H 2.30910 -0.08200 0.56408  0.331
6 C -0.80705 1.05906 -1.50459  -0.617
7 C -1.60350 1.11904 -0.19189  -0.505
8 S -2.38956 -0.51523 0.08342  -0.055
9 H 0.11250 0.47044 -1.46503  0.225
10 H -1.38856 0.55893 -2.25281  0.206
11 H -0.59327 2.00433 -1.78845  0.201
12 H -0.94682 1.24999 0.74125  0.215
13 H -2.32008 1.97776 -0.20760  0.208
14 H -2.12767 -0.54522 1.40274  0.121

Values from the calculation:
charge: 0
Kohn-Sham gap: 9.7 eV
structure (SMILES): C=N.CCS



No. 6
Density functional theory data (the ωB97M-V functional and the def2-TZVPD basis) for an isolated molecule of C3H9NS at a distorted geometry.

Each line ends with the natural charge from an NBO analysis.
Geometry (Å):
1 C 2.46586 0.21472 0.32071  -0.741
2 S 0.92440 -0.56580 -0.27624  0.155
3 C -0.28559 0.80389 0.02309  -0.534
4 C -1.72652 0.42134 -0.38174  -0.228
5 N -2.44262 -0.47598 0.38129  -0.812
6 H 2.94379 0.88324 -0.44374  0.214
7 H 2.22907 0.90148 1.13757  0.217
8 H 3.16415 -0.60124 0.61457  0.233
9 H -0.36643 0.96295 1.07808  0.192
10 H 0.08982 1.85795 -0.30543  0.216
11 H -2.24646 1.31332 -0.50631  0.194
12 H -1.69212 -0.00454 -1.38848  0.186
13 H -2.53615 -0.15012 1.32141  0.346
14 H -2.00016 -1.41798 0.47080  0.362

Values from the calculation:
charge: 0
Kohn-Sham gap: 9.6 eV
structure (SMILES): CSCCN



No. 7
Density functional theory data (the ωB97M-V functional and the def2-TZVPD basis) for an isolated molecule of C3H9NS at a distorted geometry.

Each line ends with the natural charge from an NBO analysis.
Geometry (Å):
1 C -1.63515 -1.69801 -0.34033  -0.741
2 S -0.03156 -1.08320 -0.90248  0.190
3 C 0.21536 -0.12185 0.56396  -0.554
4 C 1.34821 0.90570 0.38756  -0.216
5 N 1.05110 2.01106 -0.51670  -0.854
6 H -1.55568 -2.28733 0.57086  0.215
7 H -2.38907 -0.92988 -0.33165  0.213
8 H -1.82523 -2.34291 -1.22144  0.225
9 H -0.76002 0.31847 0.84657  0.203
10 H 0.47569 -0.79501 1.31822  0.202
11 H 1.50235 1.25718 1.43928  0.197
12 H 2.29736 0.35880 -0.11298  0.196
13 H 0.31662 2.65359 -0.25307  0.361
14 H 0.99003 1.75339 -1.44781  0.363

Values from the calculation:
charge: 0
Kohn-Sham gap: 9.6 eV
structure (SMILES): CSCCN



No. 8
Density functional theory data (the ωB97M-V functional and the def2-TZVPD basis) for an isolated molecule of C3H9NS2.

Each line ends with the natural charge from an NBO analysis.
Geometry (Å):
1 C -2.19168 0.35247 0.81733  -0.412
2 N -1.25410 -0.33315 -0.06252  -0.622
3 C 0.15621 0.06848 0.22054  -0.251
4 C 1.10360 -1.08646 -0.02181  -0.546
5 S 2.14421 -0.95320 -1.50657  0.093
6 S 3.19223 0.78661 -1.07127  -0.151
7 H -3.21300 0.09882 0.52256  0.204
8 H -2.04872 1.44678 0.82383  0.162
9 H -2.01500 0.02390 1.84319  0.190
10 H -1.40617 -0.00939 -1.01053  0.348
11 H 0.39571 0.93427 -0.40683  0.190
12 H 0.21869 0.43746 1.24862  0.198
13 H 0.52539 -1.99947 -0.18439  0.248
14 H 1.75929 -1.31858 0.80755  0.220
15 H 2.63335 1.55146 -2.01969  0.129

Values from the calculation:
charge: 0
Kohn-Sham gap: 9.3 eV
structure (SMILES): CNCCSS



No. 9
Density functional theory data (the ωB97M-V functional and the def2-TZVPD basis) for a 2-piece molecular cluster, C3H9NS2 overall at a distorted geometry.

Each line ends with the natural charge from an NBO analysis.
Geometry (Å):
1 N 2.41978 0.92777 -0.33710  -0.768
2 C 2.32706 -0.21513 0.35280  -0.098
3 S 2.95504 -1.66139 -0.09545  -0.141
4 H 2.91405 0.93436 -1.21810  0.407
5 H 2.00832 1.78617 -0.00243  0.398
6 H 1.78081 -0.10007 1.28268  0.195
7 C -0.22895 -0.13324 -0.05321  -0.740
8 S -1.54534 -1.35443 -0.23429  0.205
9 C -2.96871 -0.28219 0.04709  -0.748
10 H -0.31809 0.65950 -0.80036  0.207
11 H -0.23547 0.30866 0.94713  0.195
12 H 0.72066 -0.64768 -0.20103  0.238
13 H -2.93962 0.16245 1.04717  0.210
14 H -3.02166 0.51140 -0.70226  0.210
15 H -3.86788 -0.89618 -0.03264  0.232

Values from the calculation:
charge: 0
Kohn-Sham gap: 9.1 eV
structure (SMILES): NC=S.CSC



No. 10
Density functional theory data (the ωB97M-V functional and the def2-TZVPD basis) for a 2-piece molecular cluster, C3H9NS2 overall at a distorted geometry.

Each line ends with the natural charge from an NBO analysis.
Geometry (Å):
1 C 0.26261 -1.99967 -0.28099  -0.011
2 N 0.24021 -0.96172 0.42361  -0.423
3 C -0.22907 -1.02546 1.81347  -0.468
4 H 0.90226 -2.05263 -1.15961  0.185
5 H -0.36105 -2.86931 -0.02456  0.141
6 H -1.24123 -1.41815 1.82876  0.206
7 H 0.61267 -1.32978 2.43534  0.227
8 H -0.31807 0.02164 2.12682  0.210
9 C -0.76713 1.96854 -1.45458  -0.744
10 S 0.99439 1.70498 -1.81518  0.056
11 S 1.81670 1.67190 0.12532  -0.244
12 H -1.10261 1.45800 -0.55184  0.223
13 H -0.97881 3.02704 -1.34372  0.218
14 H -1.22949 1.46132 -2.30067  0.221
15 H 1.39863 0.34329 0.17783  0.202

Values from the calculation:
charge: 0
Kohn-Sham gap: 9.0 eV
structure (SMILES): C=NC.CSS



No. 11
Density functional theory data (the ωB97M-V functional and the def2-TZVPD basis) for an isolated molecule of C3H9NS2 at a distorted geometry.

Each line ends with the natural charge from an NBO analysis.
Geometry (Å):
1 C -2.24332 0.95553 -0.30861  -0.413
2 N -1.18027 0.44745 0.58405  -0.643
3 C 0.18512 0.56325 0.05276  -0.255
4 C 1.19405 -0.20898 0.90798  -0.415
5 S 1.28265 -2.14021 0.24258  -0.010
6 S 2.50863 -1.55234 -1.35580  -0.182
7 H -2.13949 2.01471 -0.28222  0.192
8 H -3.21216 0.54802 -0.04741  0.207
9 H -2.17332 0.60599 -1.34715  0.164
10 H -1.39734 -0.50524 0.99392  0.360
11 H 0.16150 0.19802 -0.99267  0.182
12 H 0.33327 1.73023 0.00469  0.196
13 H 0.88311 -0.37548 1.91851  0.219
14 H 2.21152 0.24932 0.81253  0.237
15 H 3.58604 -2.53027 -1.18318  0.160

Values from the calculation:
charge: 0
Kohn-Sham gap: 9.0 eV
structure (SMILES): CNCCSS



No. 12
Density functional theory data (the ωB97M-V functional and the def2-TZVPD basis) for an isolated molecule of C3H9NSi at a distorted geometry.

Each line ends with the natural charge from an NBO analysis.
Geometry (Å):
1 C 2.19020 0.51596 -0.31663  -0.468
2 C 0.92363 0.93302 -0.03897  0.020
3 N -0.27006 -0.07453 -0.19153  -0.866
4 C 0.04576 -1.35863 0.33360  -0.399
5 Si -1.92049 0.54437 -0.13023  1.100
6 H 3.00629 1.05259 0.04959  0.213
7 H 2.21271 -0.45057 -0.62618  0.186
8 H 0.62735 1.97784 0.10632  0.193
9 H -0.58719 -2.13792 -0.28892  0.194
10 H 1.00095 -1.58979 -0.03780  0.197
11 H -0.13631 -1.37477 1.42313  0.190
12 H -2.07108 1.66083 0.70004  -0.208
13 H -2.33488 0.92662 -1.50634  -0.179
14 H -2.68689 -0.62501 0.52390  -0.174

Values from the calculation:
charge: 0
Kohn-Sham gap: 9.4 eV
structure (SMILES): C=CN(C)[SiH3]



Result set for energy above the lowest of the compared OMol25 structures with the same formula, charge and spin: 57.23; 105.44; 63.79; 428.72; 170.29; 71.18; 76.91; 56.96; 105.42; 166.97; 143.76; 177.24 kJ/mol, one per record in the order listed.